1.
Below is a cluster of 11 separate species, C37H53Br3F2NO24S2 in total at a distorted geometry, with properties calculated with ωB97M-V with the def2-TZVPD basis set.

Calculated values
Net charge   -3
Frontier orbital gap   1.34 eV
Calculated total energy   -327080.38952 eV
HOMO energy   2.74 eV

The geometry in XYZ format:
```
122
C37H53Br3F2NO24S2 ωB97M-V with the def2-TZVPD basis set
Br 3.5791 4.6422 4.5747
Br 1.4961 3.5776 2.3045
Br 0.5452 6.0743 4.3411
S -1.6390 -4.8691 2.7418
S 1.7720 -4.1566 4.6839
F -8.0042 -1.7874 -2.2915
F -3.7055 -0.3807 -3.3997
O 4.1174 0.6899 0.9737
O 0.3489 0.2114 0.3674
O 3.2857 -2.5619 -1.2941
O -3.2945 3.4952 -6.3815
O -3.7427 2.9593 -4.2814
O -1.4366 -5.7772 3.8564
O -0.5123 -5.0472 1.8395
O 1.8290 -3.7146 3.3078
O -0.3006 2.2392 5.4905
O 3.2610 2.5037 -3.5590
O 0.9769 2.1396 -3.6738
O -2.8461 -5.3341 2.1660
O 4.5465 1.0067 3.1384
O 4.9749 -2.8182 -0.0392
O -0.9498 0.6764 4.2930
O -4.5520 4.8636 -5.0913
O 3.5468 -0.8772 2.5658
O -1.8109 -3.5361 3.3226
O 0.5348 0.0850 5.7494
O 2.0137 3.4715 -2.0485
O 3.0321 -4.2241 5.4204
O 3.0129 -4.0397 0.3886
O 1.3193 -5.5554 4.5957
O 0.6823 -3.3843 5.3208
N 0.1543 -1.9911 2.0477
C -7.0793 -2.6492 -1.8316
C 4.4580 0.3081 4.2925
C -4.8902 4.9104 -3.6851
C 5.3385 -1.8979 -1.0147
C -1.9105 1.6214 4.0402
C -0.5424 -1.6923 -5.7239
C -2.7326 -2.1125 -4.7574
C 3.3798 3.7822 -1.8087
C -5.7450 -2.6498 -2.3384
C 0.7835 -1.0277 -0.1413
C 3.6753 -0.8362 -2.7243
C -3.8434 3.7801 -5.3152
C -0.4966 -0.5014 -5.0150
C -7.3848 -3.5016 -0.7495
C 0.4471 1.4030 -0.4419
C -1.5391 -0.0472 -4.2158
C 3.5186 1.1756 5.2022
C 3.9620 0.3082 2.1548
C -1.3804 2.7767 4.8324
C 4.1006 2.8017 -2.5385
C -3.2729 1.0471 4.6186
C 3.7086 -3.2921 -0.3545
C -2.6623 -0.8893 -4.0666
C -4.2702 3.6462 -3.1666
C -6.3582 -4.2655 -0.1155
C -3.0908 3.8358 -2.2483
C 2.1443 5.1533 3.4126
C 4.2740 -2.0485 -2.0444
C 5.4025 3.3642 -3.2822
C 0.0511 -2.1876 0.4947
C -0.1695 0.9388 5.2075
C -5.0066 -4.0717 -0.5534
C 3.9535 -1.0683 3.8870
C -4.6960 -3.2812 -1.6816
C -1.4949 -2.2358 0.1340
C 1.9585 2.7413 -3.1749
C -1.6393 -2.4294 -5.5915
H -3.6731 -3.1186 -1.9874
H 2.9031 -0.9678 -3.4822
H -0.2418 1.4960 -1.2815
H -3.6146 -2.7356 -4.7745
H 5.2719 4.2251 -3.9379
H -4.1979 -4.5039 0.0173
H 6.3118 -1.8963 -1.5055
H -0.9810 3.4973 4.1187
H 0.1051 2.0860 0.3356
H 4.0935 2.0524 5.5001
H -4.0001 1.7620 4.2337
H 4.7650 -1.7960 3.8855
H 0.5337 -3.1533 0.3443
H 3.2876 0.7506 6.1790
H 2.5967 5.8133 2.6724
H -0.0807 -1.0167 2.1718
H 4.4093 -0.2007 -3.2196
H 5.3607 -0.8610 -0.6795
H -2.5573 2.8860 -2.2122
H 0.2748 -2.0075 -6.3558
H 5.4783 0.3060 4.6760
H 4.4278 -2.7827 -2.8352
H 3.1788 -1.3699 4.5920
H -5.0107 3.1007 -2.5816
H 1.4814 1.6375 -0.6933
H -1.6547 -2.6617 -0.8566
H 4.2899 1.9716 -1.8578
H 3.4720 3.4318 -0.7807
H -1.4697 0.8645 -3.6410
H -1.6624 -3.3241 -6.1959
H 2.6769 1.4410 4.5625
H -2.4206 4.5970 -2.6476
H -3.2922 4.1956 -1.2393
H -2.1048 -2.8476 0.7987
H -2.0153 3.2895 5.5550
H 5.9908 3.7528 -2.4510
H -2.0409 1.7723 2.9686
H 0.4353 0.0408 -5.0791
H -3.3839 -0.0097 4.3757
H -1.9070 -1.2401 -0.0296
H 3.6202 4.8309 -1.9833
H -6.6794 -4.6896 0.8244
H 1.0141 -2.3148 2.4674
H -5.9509 4.7289 -3.5115
H 6.0943 2.6756 -3.7672
H -4.6436 5.8650 -3.2203
H -0.5677 -2.6217 2.3661
H 0.9452 -0.9723 -1.2178
H -5.5201 -2.0492 -3.2073
H 1.8191 -1.0657 0.1965
H -8.3443 -3.3277 -0.2852
H -3.1048 1.0931 5.6946
H 3.0971 -0.1178 -2.1432
```

---

2.
Below is a structure of composition C37H53FeN4O2P2 at a distorted geometry, with properties calculated with ωB97M-V with the def2-TZVPD basis set.

Calculated values
Net charge   +1
Frontier orbital gap (spin up / spin down)   6.06 / 5.75 eV
Energy relative to the best compared isomer or geometry (same formula, charge and spin)   0.0 kcal per mole
Calculated total energy   -102242.23334 eV
HOMO energy (spin up / spin down)   -8.66 / -9.54 eV
2S+1   5
Expectation value of S²   6.166

The geometry in XYZ format:
```
99
C37H53FeN4O2P2 ωB97M-V with the def2-TZVPD basis set
Fe -0.1094 0.1387 -0.1090
P 1.8986 1.3811 -0.2418
P -2.3931 -0.4918 0.2041
O 0.2777 -0.4945 2.7323
O 4.7292 -5.2620 0.7992
N 0.7835 -2.2472 -0.0052
N -0.5780 0.2614 -2.0113
N -0.8115 2.0705 0.2086
N 3.5055 -5.4792 2.7060
C -0.0781 3.1073 0.6883
C 1.3538 -4.0255 1.4914
C -1.8389 0.8724 -4.7963
C 4.3351 -0.0154 -0.4056
C -3.0468 1.1275 -0.2341
C 1.0142 3.0372 -2.3934
C 1.4043 2.8382 0.8156
C 2.8571 -3.4170 -0.2709
C -2.0174 4.5356 0.7192
C -2.9216 0.8501 2.5915
C -2.7703 3.5261 0.0902
C -2.3552 1.3579 -3.5852
C 2.6274 -4.1447 0.8938
C -3.0382 -1.6046 2.6829
C 3.5472 0.8835 0.5587
C 3.2251 0.0613 1.8107
C 2.4618 1.1083 -2.9490
C -2.3940 1.3281 -5.9639
C 0.0700 -0.2036 1.6378
C 3.4253 3.1866 -1.8737
C 4.4052 2.0830 0.9724
C -4.2046 -1.3214 -1.8747
C 2.2218 2.2307 -1.9341
C -4.0020 2.7251 -4.7065
C -3.3614 -0.4044 1.8141
C -0.6900 4.3150 0.9959
C -4.8668 -0.2861 1.5001
C 3.7283 -4.9991 1.4502
C 1.9072 -2.4885 -0.6977
C -1.4328 0.7107 -2.7209
C -3.4436 2.2623 -3.4938
C -2.1509 2.2584 -0.0886
C -3.4589 2.2357 -5.9028
C -3.1349 -1.8798 -0.9414
C 0.4734 -3.0634 1.0236
C -2.0055 -2.4881 -1.7894
C -3.7314 -3.0198 -0.1072
H -3.8593 1.2602 -1.0691
H 1.6437 2.6095 1.8680
H 3.7754 -3.5504 -0.8449
H -1.9520 -1.7314 2.8263
H 4.7729 0.5313 -1.2515
H 1.5872 0.4416 -3.0035
H -1.0032 0.1757 -4.6637
H 0.1612 2.3938 -2.6209
H -5.0599 -0.8956 -1.3366
H -3.8501 2.6547 -2.5433
H 2.6365 0.6185 2.5485
H 5.1991 1.7131 1.6383
H 3.4822 3.7208 -2.8330
H 4.3837 2.6702 -1.7427
H -4.6031 -2.7113 0.4788
H -1.9753 0.9523 -6.8704
H 4.9078 2.5691 0.1266
H -4.0791 -3.7956 -0.8046
H -3.2172 1.7918 2.1059
H -5.3880 -1.2279 1.7193
H -3.8418 3.5185 -0.0765
H 2.6129 1.5545 -3.9457
H -1.1605 -2.8237 -1.1810
H -0.0629 5.1217 1.4384
H -5.3202 0.4754 2.1545
H 5.1683 -0.4660 0.1547
H -3.4670 -2.5445 2.3139
H 4.1784 -0.1985 2.2929
H 3.3501 0.5026 -2.7197
H -3.4146 0.7917 3.5737
H 3.8454 2.8466 1.5306
H -0.5075 -2.9383 1.4918
H -2.4117 -3.3530 -2.3326
H -2.5374 5.4718 0.9320
H 2.0623 -1.9165 -1.6296
H -1.6216 -1.7821 -2.5244
H 0.6972 3.7896 -1.6660
H 1.2678 3.5615 -3.3272
H -3.4728 -1.4241 3.6802
H -3.8088 -0.5661 -2.5704
H 2.7129 -0.8787 1.5725
H 2.8230 -5.0509 3.3221
H -2.9963 -3.4974 0.5533
H 1.0354 -4.6719 2.3192
H 3.3096 3.9482 -1.0925
H 4.2861 -5.9457 3.1540
H 1.9477 3.7453 0.5042
H -3.8834 2.5534 -6.8528
H -4.8234 3.4269 -4.6839
H -5.1194 0.0162 0.4706
H -4.5926 -2.1573 -2.4849
H -1.8406 0.8598 2.7774
H 3.7212 -0.8452 -0.7863
```

---

3.
Below is a structure of composition C37H53N4O2P2Pd at a distorted geometry, with properties calculated with ωB97M-V with the def2-TZVPD basis set.

Calculated values
Net charge   +3
Frontier orbital gap (spin up / spin down)   7.50 / 5.58 eV
Energy relative to the best compared isomer or geometry (same formula, charge and spin)   16.2 kcal per mole
Calculated total energy   -71314.09730 eV
HOMO energy (spin up / spin down)   -16.12 / -16.65 eV
2S+1   5
Expectation value of S²   6.053

The geometry in XYZ format:
```
99
C37H53N4O2P2Pd ωB97M-V with the def2-TZVPD basis set
Pd -0.4575 -0.2110 0.2581
P 2.6577 -0.3169 -0.5176
P -2.7596 -0.1080 -0.3429
O -2.3046 1.1230 5.3618
O -0.9415 -2.1115 2.6185
N -0.6822 2.0279 6.6978
N -0.4827 -1.5011 -1.6009
N 0.1028 1.1705 2.0272
N 0.3500 0.9676 -1.1830
C -2.5858 2.6009 -1.0372
C -4.9068 1.7049 -0.7045
C 0.8713 2.6134 4.2895
C -3.3772 2.0756 1.2644
C 3.4333 -1.0917 1.1332
C -3.9492 -1.4946 0.1490
C -1.5361 -1.4544 -2.4189
C 2.3250 -1.5015 2.1061
C 4.0418 1.9252 -1.3882
C 4.0716 0.4166 -1.6688
C 0.7252 -1.9360 -2.0966
C 1.5903 2.7120 3.0978
C 0.8265 1.0650 -2.2823
C -1.5929 -2.2020 -3.5939
C -0.2658 1.7925 4.3211
C -2.6298 -0.4344 -2.1353
C -5.1944 -1.6026 -0.7499
C -4.3680 -1.2415 1.6065
C -0.4918 -2.9906 -3.9282
C 3.7771 0.2026 -3.1611
C 4.2261 -2.3443 0.7625
C 0.9578 1.4882 -4.7685
C 0.6699 3.3082 -3.1757
C 0.6291 4.2281 -4.2204
C 1.9956 -1.4599 -1.6711
C -3.4554 1.6354 -0.2078
C 0.8330 1.9392 -3.4380
C -3.2165 -2.8459 0.0436
C 5.4558 -0.1738 -1.3811
C -0.6230 1.1018 3.1525
C -1.1761 1.5954 5.4928
C 0.6666 -2.8623 -3.1824
C 4.2693 -0.0168 1.8507
C 1.1660 1.9886 1.9728
C -0.8329 -1.4487 1.6745
C 0.9562 2.4246 -5.8076
C 0.7807 3.7877 -5.5389
H -0.5563 -3.6738 -4.7726
H 4.6940 -0.4599 2.7663
H -3.8762 -3.6179 0.4684
H -3.5032 -1.1571 2.2813
H -5.8024 -0.6923 -0.7661
H -5.6049 1.1800 -0.0375
H 4.4481 0.8481 -3.7517
H -2.3643 0.5097 -2.6412
H 0.4785 5.2823 -3.9931
H -2.4985 -2.1472 -4.1922
H -3.5763 -0.7690 -2.5742
H -4.9407 -1.8825 -1.7808
H -2.3370 2.1424 1.6032
H 2.4755 3.3396 3.0079
H 5.7903 -0.0236 -0.3490
H 3.5686 -3.0955 0.3044
H 1.6558 -0.6622 2.3208
H 1.5777 -3.4055 -3.4219
H 5.1005 0.3746 1.2547
H 0.3103 2.1411 6.8457
H 2.7551 0.4977 -3.4062
H 5.0522 -2.1410 0.0755
H -2.7307 2.4727 -2.1178
H 4.6547 -2.7749 1.6813
H 5.4995 -1.2431 -1.6284
H 1.6754 2.0817 1.0071
H 0.5782 3.6302 -2.1352
H -3.8277 3.0758 1.3557
H -5.0150 1.3257 -1.7312
H 2.8044 -2.0875 -2.0745
H -5.8157 -2.4145 -0.3408
H 4.3598 2.1623 -0.3639
H 4.7256 2.4268 -2.0889
H -3.9129 1.4005 1.9441
H 0.7524 4.5035 -6.3605
H -1.2312 1.7824 7.5087
H -4.9950 -0.3438 1.7058
H 2.7852 -1.8053 3.0629
H -2.2784 -2.8585 0.6065
H 1.7382 -2.3501 1.7393
H -3.0090 -3.1176 -0.9992
H 3.9279 -0.8346 -3.4832
H 6.1827 0.3365 -2.0334
H -5.2073 2.7649 -0.7143
H 3.6400 0.8332 2.1520
H 1.0610 0.4144 -4.9511
H -1.5172 2.4813 -0.8167
H -4.9669 -2.1012 1.9432
H 1.0889 2.0809 -6.8348
H 1.1793 3.1725 5.1741
H -1.5279 0.4902 3.1395
H -2.8723 3.6338 -0.7818
H 3.0346 2.3302 -1.5515
```

---

4.
Below is a cluster of 9 separate species, C37H53N9OP in total at a distorted geometry, with properties calculated with ωB97M-V with the def2-TZVPD basis set.

Calculated values
Net charge   -1
Frontier orbital gap   5.30 eV
Energy relative to the best compared isomer or geometry (same formula, charge and spin)   74.9 kcal per mole
Calculated total energy   -63971.37543 eV
HOMO energy   -3.38 eV

The geometry in XYZ format:
```
101
C37H53N9OP ωB97M-V with the def2-TZVPD basis set
P -1.1293 2.2992 -2.5997
O -3.0487 -1.1300 -0.2939
N 0.1437 -7.2115 0.8112
N -1.6792 1.8437 -0.9666
N 4.6667 1.0011 0.5113
N 0.0519 -13.6218 -0.4189
N 0.2506 -4.5176 3.3616
N -1.8243 5.4002 -0.6180
N 4.1069 3.7060 -3.6839
N -0.3297 10.0758 0.4892
N -7.5409 1.2001 1.8025
C 1.1662 -8.7788 -0.3885
C 0.7388 2.6873 -2.6787
C 3.4821 -0.1497 -0.9765
C 0.3477 10.5276 -0.6133
C -2.8629 6.2050 -1.0080
C 5.1608 5.4610 -4.5500
C -2.9644 7.2376 -0.1026
C 4.1842 -0.1055 1.1603
C -2.1635 -0.2651 0.5501
C 0.6391 -14.5861 0.3583
C 0.6346 -7.8098 -1.2726
C 1.3100 -3.2633 4.8602
C 0.8515 -8.3824 0.8921
C 3.4413 -0.8366 0.2603
C -6.0480 2.8445 1.7097
C -1.2568 5.9118 0.5199
C 1.5815 -4.8322 3.2709
C -6.4807 0.7311 1.0713
C -5.5371 1.7314 1.0004
C -7.2884 2.4899 2.1913
C 4.6898 5.8091 -3.2615
C 4.7844 4.1578 -4.7864
C 1.3110 -13.9566 1.3823
C -1.9475 7.0521 0.8642
C 0.3338 -12.3858 0.1022
C -1.1515 0.4946 -0.5320
C 0.0110 -6.8519 -0.5048
C 0.7242 11.8308 -0.3769
C 0.0761 -3.5578 4.3244
C 1.1173 -12.5640 1.2203
C 2.2628 -4.0696 4.1930
C 0.2532 12.1790 0.9116
C -1.3694 -1.2318 1.6187
C -1.4947 0.9625 -3.9129
C 4.0395 4.7079 -2.7511
C 4.2479 0.9799 -0.7937
C -0.3971 11.0777 1.4220
H -0.5989 1.0119 -4.6994
H -4.5837 1.6666 0.4921
H 3.5373 4.5514 -1.8058
H -5.5641 3.8020 1.8526
H -0.0452 -11.4875 -0.3668
H -0.9085 -3.1687 4.5463
H 0.3741 13.1307 1.4125
H -0.5154 -5.9482 -0.7816
H 0.5047 9.8845 -1.4689
H 3.3310 -4.0912 4.3661
H 1.5069 -11.7759 1.8518
H 4.9413 3.5146 -5.6420
H 4.8107 6.7608 -2.7606
H -3.6915 8.0385 -0.1356
H -6.4878 -0.2720 0.6663
H -0.4872 -4.9288 2.8047
H 0.9596 3.0308 -3.8007
H 1.9289 -5.5707 2.5607
H -1.7408 7.6829 1.7192
H -3.4403 5.9739 -1.8931
H 5.7144 6.0931 -5.2322
H 1.4442 1.7605 -2.4848
H -8.3789 0.6766 2.0202
H -1.5125 -0.1392 -3.5193
H -0.8466 -2.0859 0.9858
H 1.8783 -14.4475 2.1624
H -1.5232 4.5606 -1.0956
H 1.5031 -2.5444 5.6459
H -2.1818 -1.7526 2.3105
H -0.4131 5.4213 0.9867
H -2.4155 -1.8621 -0.6187
H -0.9641 -0.2672 -1.4127
H 1.0841 3.5823 -1.9957
H 3.0047 -0.4473 -1.9012
H 1.7200 -9.6691 -0.6569
H 4.4089 -0.2768 2.2045
H 2.9267 -1.7650 0.4715
H 1.0686 -8.8329 1.8513
H -2.4654 1.2374 -4.5479
H 1.2778 12.4629 -1.0592
H -0.5033 -13.7951 -1.2467
H 5.2424 1.7203 0.9295
H 0.5301 -15.6347 0.1159
H -8.0103 3.0429 2.7772
H -2.8723 0.4705 1.1211
H -0.6027 -0.6048 2.2697
H -0.1438 0.6801 0.0757
H 3.7169 2.7786 -3.5760
H -0.8993 10.9212 2.3673
H -0.7197 9.1485 0.5971
H -0.2226 -6.6933 1.5992
H 4.5289 1.7690 -1.4783
H 0.7002 -7.8103 -2.3530
```

---

> Number 2 is which compound?

C37H53FeN4O2P2

---

> What is the formula in the first record?

C37H53Br3F2NO24S2

---

> What is the formula in the first record?

C37H53Br3F2NO24S2